Record 1
# C3H7FN2O2

C3H7FN2O2 in the gas phase (wB97M-V/def2-TZVPD, OMol25).

Values from the calculation:
ΔE to the lowest compared entry with this formula, charge and spin = 383.10 kJ/mol
molecular weight = 122.1 g/mol
SMILES string = NC[C@H](F)C(=O)NO
LUMO energy = 0.80 eV
HOMO-LUMO gap = 10.4856 eV

ORCA input file:
```
! RIJCOSX wB97M-V def2-TZVPD def2/J DEFGRID3
* xyz 0 1
N 2.4882 0.2365 0.5853
C 1.6993 -0.6387 -0.2920
C 0.2681 -0.6094 0.0955
F -0.5027 -1.5540 -0.4226
C -0.3453 0.7538 -0.0539
O 0.2135 1.8152 -0.4013
N -1.6545 0.7784 -0.0010
O -2.3478 -0.3998 0.5193
H 2.6184 1.1777 -0.0512
H 3.4446 -0.2497 0.8642
H 1.9390 -0.5398 -1.3410
H 2.0589 -1.6465 -0.0264
H 0.2311 -0.8283 1.1020
H -2.1233 1.6340 0.0863
H -2.1374 -1.0217 -0.3609
*
```

Record 2
# C4H6N2O

C4H6N2O in the gas phase (wB97M-V/def2-TZVPD, OMol25).

Values from the calculation:
ΔE to the lowest compared entry with this formula, charge and spin = 276.35 kJ/mol
molecular weight = 98.1 g/mol
SMILES string = O=C1NC[C@H]2CN12
LUMO energy = 0.87 eV
HOMO-LUMO gap = 10.1365 eV

ORCA input file:
```
! RIJCOSX wB97M-V def2-TZVPD def2/J DEFGRID3
* xyz 0 1
O -0.6838 -1.9225 -1.5194
C -0.4079 -0.8699 -0.9980
N -1.1409 0.2908 -0.9555
C -0.6798 1.2244 0.0686
C 0.7395 0.5944 0.4133
C 1.1917 -0.9863 0.9582
N 0.7920 -0.5852 -0.3313
H -2.0957 0.2466 -1.2764
H -1.4122 1.3233 0.8779
H -0.5548 2.2292 -0.3761
H 1.5649 1.2980 0.4140
H 2.1143 -1.6083 0.9139
H 0.5728 -1.2345 1.8109
*
```